Entry from the Open Molecules 2025 dataset: a molecular structure, H29O15 at a distorted geometry (ωB97M-V/def2-TZVPD).

Each line ends with the Löwdin charge.
Geometry (Å):
O -3.467 0.154 0.863  -0.059
H -0.302 -3.253 0.938  0.082
H -0.147 -0.052 -4.615  0.009
O 1.243 -0.001 -2.006  0.000
H 0.653 0.050 -2.772  0.019
H 0.777 4.453 -0.472  0.031
O 0.021 0.807 -5.004  -0.046
H 1.828 4.003 0.648  0.036
H 3.830 -0.997 -2.655  0.027
O -3.658 -2.177 -2.416  -0.043
H 0.319 -2.083 0.230  0.013
H -2.804 -2.044 -2.840  0.016
O -1.694 1.256 4.005  -0.071
H -1.414 1.294 3.078  -0.002
H -2.282 3.299 -0.361  0.023
O -0.102 -0.518 2.395  -0.044
H 0.461 -0.331 -1.321  -0.006
H 0.789 -0.542 2.746  0.031
O 1.612 -3.286 4.190  -0.055
H -1.101 0.515 4.200  0.023
H -3.171 0.606 1.662  0.015
O 0.559 -2.850 0.777  -0.050
H 1.584 -2.322 4.218  0.024
H -4.149 0.794 0.616  0.041
O 2.950 -1.954 1.627  -0.053
H -1.967 3.170 1.085  0.025
H -0.700 1.418 -4.849  0.033
O -0.248 -0.389 -0.257  -0.034
H -4.251 -1.965 -3.146  0.055
O -1.974 -0.032 -3.128  -0.063
H -2.428 -0.518 -2.409  0.026
H -0.109 0.549 -0.052  0.072
O 2.500 1.431 1.874  -0.053
H 2.286 1.267 0.947  0.023
H 3.203 0.786 2.025  0.034
O -2.587 3.614 0.495  -0.048
H 1.592 -3.373 3.225  0.007
H 3.567 -2.473 2.137  0.040
O 4.025 -0.100 -2.908  -0.048
H -0.050 -0.757 1.459  -0.021
H -1.840 0.755 -2.578  0.054
O 1.043 3.775 0.146  -0.055
H 3.342 0.540 -3.066  0.008
H 2.260 -2.521 1.272  -0.017

Atomic forces in eV per Å
-0.1551 0.8151 0.0929
0.1544 -0.2509 0.2353
-0.7988 0.0923 -0.0740
-1.0446 -0.3327 0.5251
0.1493 0.3827 -0.5744
0.4324 0.4739 0.1118
1.1348 0.2808 -0.2895
0.0199 0.4114 -0.1885
-1.1153 0.1717 0.0329
0.1509 0.1738 -0.2735
0.3726 -0.3445 0.0636
0.0833 -0.6357 -0.0448
0.5606 -0.4074 -0.6640
-0.2619 0.4708 0.0120
-0.1564 0.1589 -0.2006
-0.6345 0.2324 0.2689
1.0303 -0.3773 -0.1114
0.3952 0.0892 -0.3455
0.0278 0.4453 -0.7326
-0.3586 -0.0421 0.6473
0.3614 -0.4548 0.3857
-0.5706 -0.0442 -0.5418
0.0046 0.0008 0.5697
-0.1348 -0.3294 -0.4394
0.1897 0.9091 0.0453
-0.0384 0.2709 0.2577
-0.3479 -0.4394 0.1936
-0.2113 0.6309 -0.8947
-0.2838 -0.0532 0.1561
-0.1177 0.2714 1.5486
-0.1820 -0.2135 -0.5322
-0.1459 0.2194 0.4554
0.0903 -0.1977 -0.2058
-0.0518 0.1658 -0.0076
-0.0044 -0.0084 0.1346
0.2230 -0.3850 -0.0416
-0.0863 -0.4879 0.2047
0.1279 -0.3763 0.0807
2.1697 0.4269 -0.2605
0.3011 -0.0993 0.7187
0.3315 0.3757 -0.6626
-0.5347 -1.0703 0.1092
-0.9647 -0.5773 0.2275
-0.1111 -0.3421 0.0079

Calculated values
- spin multiplicity = 2
- Kohn-Sham gap (alpha / beta) (eV) = 10.69 / 6.42
- ΔE to the lowest compared entry with this formula, charge and spin (kJ/mol) = 12.3
- HOMO level (alpha / beta) (eV) = -11.2749 / -11.2741
- ⟨S²⟩ = 0.76

---

Entry from the Open Molecules 2025 dataset: 3 unconnected molecules or ions with the total composition C2H9NO4 (ωB97M-V/def2-TZVPD).

Each line ends with the Löwdin charge.
Geometry (Å):
N -0.140 -0.901 1.849  0.005
C -0.988 0.165 1.282  -0.160
C -0.359 0.695 0.017  -0.526
O 0.296 0.018 -0.733  0.104
O -0.572 2.000 -0.188  0.114
H 0.742 -0.909 1.349  0.055
H 0.091 -0.734 2.820  0.069
H -1.117 1.017 1.952  0.117
H -1.964 -0.293 1.119  0.122
H -0.127 2.253 -1.016  0.100
O 1.150 -3.638 1.191  -0.062
H 1.026 -3.158 2.011  0.007
H 2.081 -3.570 0.962  0.032
O 0.046 1.987 -3.175  -0.047
H 0.516 1.451 -3.822  0.052
H -0.493 1.348 -2.705  0.017

Atomic forces in eV per Å
0.3531 0.2692 -0.0053
0.3469 -0.1920 0.7767
-0.1431 -0.3333 -0.1726
0.0806 -0.0225 -0.1030
-0.2173 0.1375 0.0921
-0.0768 -0.2264 -0.1321
-0.2035 0.2371 0.0482
-0.0709 -0.0987 0.0662
-0.1345 0.4006 -0.4793
0.1160 0.0451 0.0028
0.0879 -0.2863 -0.2507
-0.0543 0.1320 0.0365
-0.0158 0.0271 0.1258
-0.0807 0.1919 0.0000
0.1249 0.0637 0.0558
-0.1123 -0.3449 -0.0612

Calculated values
- spin multiplicity = 1
- SMILES = NCC(=O)O.O.O
- Kohn-Sham gap (eV) = 10.45
- ΔE to the lowest compared entry with this formula, charge and spin (kJ/mol) = 60.8
- HOMO level (eV) = -9.7888

---

Entry from the Open Molecules 2025 dataset: a single C5H7N3O molecule at a distorted geometry (ωB97M-V/def2-TZVPD).

Each line ends with the Löwdin charge.
Geometry (Å):
H -3.036 -1.675 -0.106  0.054
N -2.038 -1.804 -0.062  0.188
C -1.472 -0.689 0.040  -0.372
N -2.213 0.589 0.119  0.101
C -1.287 1.476 -0.013  -0.080
C 0.100 0.940 -0.005  -0.292
N 1.164 1.771 0.077  0.074
C 0.018 -0.416 0.084  -0.079
C 1.030 -1.551 0.025  -0.193
O 2.331 -1.008 0.005  -0.065
H -1.697 2.473 -0.006  0.111
H 1.068 2.791 -0.120  0.117
H 1.935 1.561 -0.625  0.131
H 0.900 -2.091 0.977  0.125
H 0.822 -2.268 -0.741  0.115
H 2.376 -0.100 0.349  0.065

Atomic forces in eV per Å
-0.5363 0.0733 0.1188
0.6854 -0.4025 -0.1599
0.2764 1.0518 0.5362
1.4060 -0.6813 -0.8100
-1.8158 -1.1092 0.9150
-1.3560 -1.2063 0.2541
3.8227 2.1818 -2.2506
-1.4351 -0.0749 -1.2123
-0.6907 1.9988 2.4147
0.9869 -0.0046 -0.6700
0.8879 0.7128 -0.1411
-0.8627 -1.2535 0.6393
-1.1670 -0.2294 1.3284
-0.0017 -0.1673 -0.1761
0.2059 -0.0877 -0.8688
-0.4060 -0.8019 0.0825

Calculated values
- spin multiplicity = 1
- SMILES = [H]/N=C1\N=CC(N)=C1CO
- Kohn-Sham gap (eV) = 8.46
- ΔE to the lowest compared entry with this formula, charge and spin (kJ/mol) = 184.9
- HOMO level (eV) = -8.8321

---

Entry from the Open Molecules 2025 dataset: a molecular structure, C39H29Br3F5NO15 at a distorted geometry (ωB97M-V/def2-TZVPD).

Each line ends with the Löwdin charge.
Geometry (Å):
N 2.399 -3.528 -42.553  -0.690
O 3.439 -3.364 -43.191  -0.068
O 1.595 -2.673 -42.619  -0.024
O 2.295 -4.540 -41.781  -0.167
C 4.282 0.089 -41.242  -0.491
O 2.907 0.252 -41.477  -0.084
O 4.680 -0.429 -42.504  -0.230
C 5.065 1.318 -40.717  -0.629
F 6.327 0.911 -40.624  0.113
F 4.886 2.382 -41.531  0.109
F 4.810 1.656 -39.483  0.137
C 2.045 0.478 -40.340  -0.243
C 1.800 -0.758 -39.443  -0.053
H 1.621 -1.643 -40.053  0.074
H 2.677 -0.983 -38.836  0.065
H 0.986 -0.759 -38.718  0.031
H 1.117 0.801 -40.814  0.077
H 2.425 1.353 -39.813  0.070
H 4.456 -0.627 -40.439  0.127
C -2.126 -1.264 -39.873  -0.077
C -2.503 -2.255 -40.927  -0.309
O -1.480 -2.084 -41.883  0.181
C -1.107 -0.865 -41.843  -0.567
O -0.365 -0.372 -42.696  0.151
O -1.601 -0.248 -40.721  0.019
F -3.744 -1.970 -41.401  0.067
H -1.368 -1.597 -39.164  0.141
H -3.068 -1.022 -39.380  0.136
H -2.469 -3.267 -40.522  0.171
C 1.003 3.241 -35.067  -0.075
C 2.032 3.330 -36.208  -0.367
O 1.992 2.003 -36.693  0.134
C 0.749 1.505 -36.343  -0.636
O 0.230 0.472 -36.677  0.131
O 0.149 2.291 -35.546  0.088
F 3.225 3.843 -36.053  0.122
H 0.425 4.164 -35.035  0.144
H 1.557 3.020 -34.154  0.145
H 1.656 3.945 -37.026  0.122
C 4.408 3.498 -51.220  -0.078
C 3.938 2.348 -50.645  -0.077
C 3.786 2.308 -49.249  -0.004
C 4.124 3.383 -48.430  -0.093
C 4.714 4.502 -49.023  -0.101
C 4.789 4.611 -50.418  0.004
C 5.305 5.568 -48.150  -0.227
O 5.742 6.672 -48.563  0.044
C 5.560 5.223 -46.693  -0.098
C 6.441 5.961 -45.980  -0.027
C 6.772 5.546 -44.686  -0.055
C 6.311 4.347 -44.153  -0.041
C 5.327 3.638 -44.844  0.027
C 5.031 4.018 -46.131  -0.071
C 4.026 3.209 -46.943  -0.204
O 3.353 2.277 -46.394  0.095
H 4.439 3.542 -52.298  0.095
H 3.810 1.409 -51.163  0.105
H 3.428 1.413 -48.762  0.124
H 5.104 5.553 -50.840  0.109
H 6.741 6.955 -46.277  0.118
H 7.242 6.269 -44.035  0.105
H 6.568 4.151 -43.123  0.109
H 4.973 2.743 -44.355  0.136
C 10.019 3.746 -42.303  -0.080
C 9.254 2.726 -41.895  -0.113
C 8.595 1.903 -42.743  0.031
C 8.720 2.089 -44.187  -0.046
C 9.476 3.196 -44.634  -0.105
C 10.025 4.010 -43.663  -0.041
C 9.514 3.671 -46.075  -0.249
O 10.107 4.713 -46.362  0.061
C 8.801 2.701 -47.069  -0.028
C 8.678 3.099 -48.429  -0.025
C 7.815 2.473 -49.330  -0.062
C 7.128 1.322 -48.839  -0.018
C 7.286 0.929 -47.468  -0.028
C 8.014 1.582 -46.621  -0.133
C 8.079 1.177 -45.172  -0.228
O 7.571 0.099 -44.754  0.118
H 10.335 4.507 -41.604  0.105
H 9.155 2.420 -40.864  0.115
H 8.045 1.137 -42.217  0.115
H 10.621 4.875 -43.914  0.110
H 9.108 4.035 -48.753  0.107
H 7.651 2.892 -50.311  0.093
H 6.531 0.646 -49.432  0.096
H 6.778 0.058 -47.083  0.136
C -0.404 3.608 -40.546  -1.408
Br -1.668 5.052 -41.134  0.476
Br -1.098 2.658 -38.874  0.588
Br 1.322 4.366 -40.049  0.581
H -0.243 2.998 -41.435  -0.009

Atomic forces in eV per Å
3.8147 -1.9076 0.5287
1.2865 -1.1357 -0.8979
-4.7396 2.6860 0.4219
-0.6714 -0.1535 0.0372
0.5519 -2.6662 -4.4449
-1.6258 1.0255 1.8650
0.9835 2.2603 3.3464
-1.4494 -2.4295 -2.5925
1.9503 0.5828 -0.7768
0.8811 0.6514 0.3938
-1.2561 1.5444 2.3262
0.0795 -0.0993 -0.6620
0.5487 -0.3266 -0.2123
0.1841 0.0289 -0.4262
0.2306 0.0141 -0.0796
-0.2605 0.8281 -0.1292
-0.2843 -0.1327 0.0529
-0.0528 -0.0194 0.6489
-0.0677 -0.5617 0.6482
-0.4270 0.1811 -0.4797
1.6548 -1.4875 1.2613
-2.6219 -3.5955 0.0187
4.0355 4.2331 -2.7961
-2.6863 -0.5205 2.8620
0.2936 0.9229 0.1869
-0.3132 -0.0050 -0.6434
-0.0082 -0.1245 -0.0981
0.2913 0.7769 0.1692
-0.1820 -0.2051 -0.6176
1.8431 2.9135 -0.1764
-2.9794 0.4940 -2.2618
-0.2324 -1.0419 0.2529
1.0974 -3.8408 -2.5180
1.2727 0.8830 -0.2324
-2.2803 1.1611 2.5342
2.0859 -0.4010 1.6165
0.3363 0.1097 0.5670
-0.5113 -0.3546 0.3967
-0.7231 0.0294 -0.0986
0.2311 1.5023 0.0986
0.3119 -0.5021 1.8779
-0.2163 0.0180 -0.0949
-0.0533 -0.6590 -0.3538
-0.0679 0.7645 -0.2186
-0.6041 -1.1392 0.0089
1.4802 2.3913 0.2978
-1.4160 -2.6900 0.2556
-0.9642 -2.1280 -1.6160
0.3273 1.0097 1.8173
-0.3706 0.1478 -0.0734
-0.5182 1.4754 -0.0443
1.3888 -0.6544 0.6354
-1.3525 0.5907 -1.2058
-0.5036 -3.1492 2.4293
2.0826 3.6461 -2.3963
0.2742 0.2456 -0.1192
-0.3095 0.1960 -0.4309
-0.0951 -0.0886 0.0472
0.2493 -0.0744 -0.0995
0.1779 -0.1457 -0.4699
0.6387 -0.1908 -0.0096
-0.0637 -0.5246 0.0089
-0.5926 -0.2586 -0.2916
-0.3048 1.9538 -1.1835
-0.5074 -1.6813 1.9002
-0.1692 -0.8829 -2.8652
0.1678 0.2484 1.3850
-1.0260 -0.0990 0.1554
1.7663 0.9886 0.5163
0.5699 -0.7722 -0.0707
-1.1806 -1.6676 -0.2220
-0.5252 1.4097 -0.6432
-0.4211 0.3353 1.1654
-0.7006 -1.8725 1.5339
1.1368 0.4894 0.8966
-2.8578 -2.2489 -4.2810
4.0990 3.7108 3.1845
-1.8024 -3.1952 1.9214
1.6212 3.1693 -1.7548
0.6354 -0.1290 0.0260
0.0222 0.4816 0.3663
-0.4863 -0.4544 -0.9814
-0.2237 0.1731 -0.6777
0.4579 0.0427 0.2061
0.0373 -0.2054 -0.1231
-0.1971 0.3843 -0.3499
-0.2972 -0.1669 -0.1337
-0.2385 0.7729 1.1484
0.6792 -0.9181 0.4587
0.4054 0.6674 -1.8403
-0.5053 -0.1720 -0.3445
-0.2389 -0.4627 0.5624

Calculated values
- spin multiplicity = 1
- net charge = -2
- Kohn-Sham gap (eV) = 2.71
- HOMO level (eV) = -0.2951

---

no.,total energy (eV),molar mass (g mol⁻¹)
1,-31179.3719,269.22
2,-11900.1988,111.10
3,-11814.4727,125.13
4,-296823.3192,1086.35